No. 1
Here is a structure of composition C5H8N2 at a distorted geometry from the Open Molecules 2025 dataset. Energies are from the ωB97M-V functional and the def2-TZVPD basis.

Summary:
- HOMO level (eV) = -7.04
- E (eV) = -8290.55429
- gap between HOMO and LUMO (hartree) = 0.2906

```
! wB97M-V def2-TZVPD RIJCOSX def2/J DEFGRID3
* xyz 0 1
C 0.016 -0.280 -1.764
C -0.632 -0.411 0.689
C -0.262 0.348 -0.413
N -0.702 -1.794 0.681
N -0.615 1.705 -0.490
C 0.525 0.240 1.409
C 1.268 0.649 2.278
H -0.397 -2.284 -0.151
H -0.432 -2.250 1.539
H 0.028 2.263 -1.039
H -0.725 2.113 0.428
H 0.409 0.458 -2.451
H 0.721 -1.108 -1.680
H -0.914 -0.666 -2.195
H 1.714 1.018 3.158
*
```

---

No. 2
Here is a structure of composition C23H39BrIN10O3SiV from the Open Molecules 2025 dataset. Energies are from the ωB97M-V functional and the def2-TZVPD basis.

Summary:
- HOMO level (spin up / spin down) (eV) = -4.46 / -5.19
- <S²> = 3.756
- E (eV) = -157242.64603
- gap between HOMO and LUMO (spin up / spin down) (hartree) = 0.2505 / 0.2772

```
! wB97M-V def2-TZVPD RIJCOSX def2/J DEFGRID3
* xyz -1 4
V 0.008 2.129 -0.356
C 0.934 1.390 3.522
C 1.111 2.506 2.503
C 1.391 3.844 3.168
O -0.072 2.626 1.695
C 2.272 2.122 1.540
O 3.401 2.192 2.008
O 1.938 1.747 0.366
H 0.110 1.621 4.203
H 1.852 1.281 4.098
H 0.719 0.446 3.019
H 0.582 4.101 3.857
H 1.470 4.627 2.412
H 2.332 3.792 3.713
H -0.915 2.665 2.170
N -2.697 2.119 -2.624
C -1.482 1.650 -3.091
N -1.342 1.186 -4.321
N -0.045 0.826 -4.392
N 0.550 1.058 -3.277
N -0.338 1.602 -2.404
C -2.977 2.436 -1.317
N -4.191 2.715 -0.859
N -4.002 2.964 0.449
N -2.755 2.850 0.755
N -2.061 2.510 -0.361
H -3.477 2.025 -3.251
I 2.888 3.511 -2.307
C 1.593 4.787 -1.299
C 1.876 6.150 -1.300
C 1.002 7.010 -0.664
C -0.126 6.485 -0.051
C -0.323 5.121 -0.090
N 0.523 4.272 -0.700
H 2.764 6.509 -1.797
H 1.198 8.075 -0.652
H -0.845 7.115 0.454
H -1.186 4.669 0.381
C 2.379 -1.550 0.841
C 1.688 -2.359 -0.270
C 1.971 -1.609 -1.581
C 2.351 -3.745 -0.346
Si -0.198 -2.527 0.013
Br -0.931 -0.465 0.654
C -0.661 -3.649 1.511
C -0.605 -5.131 1.107
C 0.308 -3.439 2.685
C -2.066 -3.351 2.058
C -1.207 -2.935 -1.565
C -2.662 -3.295 -1.232
C -0.580 -4.121 -2.317
C -1.272 -1.731 -2.516
H 3.451 -1.513 0.622
H 2.262 -1.981 1.833
H 2.031 -0.518 0.858
H 3.054 -1.467 -1.669
H 1.519 -0.617 -1.606
H 1.640 -2.154 -2.465
H 3.407 -3.612 -0.606
H 1.907 -4.388 -1.109
H 2.317 -4.275 0.607
H 0.368 -5.421 0.708
H -1.363 -5.384 0.365
H -0.796 -5.750 1.992
H 1.321 -3.765 2.455
H -0.042 -4.030 3.539
H 0.345 -2.394 2.998
H -2.853 -3.496 1.322
H -2.143 -2.332 2.435
H -2.264 -4.033 2.894
H -2.756 -4.226 -0.672
H -3.209 -3.421 -2.172
H -3.157 -2.498 -0.672
H -0.492 -5.018 -1.699
H 0.407 -3.880 -2.711
H -1.217 -4.371 -3.172
H -1.836 -0.909 -2.075
H -1.795 -2.032 -3.430
H -0.300 -1.344 -2.812
*
```

---

No. 3
Here is a cluster of 2 separate species, C4H13NS in total at a distorted geometry from the Open Molecules 2025 dataset. Energies are from the ωB97M-V functional and the def2-TZVPD basis.

Summary:
- HOMO level (spin up / spin down) (eV) = -12.98 / -12.58
- <S²> = 0.753
- E (eV) = -16676.13127
- gap between HOMO and LUMO (spin up / spin down) (hartree) = 0.3536 / 0.2602

```
! wB97M-V def2-TZVPD RIJCOSX def2/J DEFGRID3
* xyz 1 2
C -3.188 -2.315 1.230
C -2.114 -1.412 1.805
S -1.491 -0.129 0.630
H -3.970 -1.736 0.740
H -3.637 -2.947 2.014
H -2.840 -3.020 0.488
H -1.300 -2.097 2.026
H -2.359 -0.799 2.684
C 2.725 0.899 -1.905
C 1.339 1.268 -1.358
N 1.435 1.754 0.089
H 2.834 -0.180 -1.788
H 2.874 1.125 -2.962
H 3.595 1.364 -1.434
H 1.059 2.084 -2.015
H 0.553 0.494 -1.427
H 1.078 2.708 0.119
H 2.444 1.771 0.282
H 0.963 1.167 0.781
*
```

---

No. 4
Here is a cluster of 2 separate species, C2H5BrNP in total from the Open Molecules 2025 dataset. Energies are from the ωB97M-V functional and the def2-TZVPD basis.

Summary:
- HOMO level (eV) = -9.30
- SMILES = [H]/N=P/[H].C=CBr
- E (eV) = -82974.25266
- gap between HOMO and LUMO (hartree) = 0.3324

```
! wB97M-V def2-TZVPD RIJCOSX def2/J DEFGRID3
* xyz 0 1
H 1.034 -2.310 -0.937
N 0.217 -2.339 -0.335
P -0.233 -3.745 0.137
H -1.346 -3.301 0.907
C 0.223 1.944 0.390
C -0.781 1.436 -0.290
Br -2.383 0.852 0.529
H 1.118 2.262 -0.116
H 0.203 2.053 1.461
H -0.796 1.312 -1.357
*
```

---

Please write out number 4 again, unchanged.
Here is a cluster of 2 separate species, C2H5BrNP in total from the Open Molecules 2025 dataset. Energies are from the ωB97M-V functional and the def2-TZVPD basis.

Summary:
- HOMO level (eV) = -9.30
- SMILES = [H]/N=P/[H].C=CBr
- E (eV) = -82974.25266
- gap between HOMO and LUMO (hartree) = 0.3324

```
! wB97M-V def2-TZVPD RIJCOSX def2/J DEFGRID3
* xyz 0 1
H 1.034 -2.310 -0.937
N 0.217 -2.339 -0.335
P -0.233 -3.745 0.137
H -1.346 -3.301 0.907
C 0.223 1.944 0.390
C -0.781 1.436 -0.290
Br -2.383 0.852 0.529
H 1.118 2.262 -0.116
H 0.203 2.053 1.461
H -0.796 1.312 -1.357
*
```

---

What is the formula in the first record?
C5H8N2